Below is the ion C5H6N with charge +1 in a non-equilibrium geometry, with properties calculated with wB97M-V/def2-TZVPD.

Computed properties:
- HOMO-LUMO gap (spin up / spin down) (eV) = 7.3 / 8.8
- electronic energy (a.u.) = -248.33050
- strongest force on any atom (hartree/bohr) = 0.078
- charge = +1
- multiplicity = 1

XYZ file:
```
12
C5H6N (wB97M-V/def2-TZVPD)
C 2.430 -0.007 -0.653
C 1.893 0.250 0.487
C -1.628 0.459 -0.178
C -0.304 -0.186 -0.486
C -0.630 -0.027 0.950
N 0.557 0.500 0.418
H 2.426 0.345 -1.691
H 2.521 0.107 1.391
H -1.862 1.539 -0.069
H -2.555 -0.170 -0.143
H -0.225 -0.877 -1.351
H -0.720 -0.825 1.634
```



Below is a structure of composition C32H23F10N6NdS4, with properties calculated with wB97M-V/def2-TZVPD.

Computed properties:
- HOMO-LUMO gap (spin up / spin down) (eV) = 7.1 / 7.1
- electronic energy (a.u.) = -4714.66757
- strongest force on any atom (hartree/bohr) = 0.019
- multiplicity = 4

XYZ file:
```
76
C32H23F10N6NdS4 (wB97M-V/def2-TZVPD)
Nd -0.117 0.181 -0.227
C 1.772 -1.338 2.549
N 1.641 -0.063 1.836
C 2.956 0.265 1.249
C 2.977 1.602 0.529
N 1.807 1.745 -0.315
C 1.602 3.035 -0.772
C 1.520 3.325 -2.137
F 1.808 2.383 -3.050
C 1.201 4.581 -2.625
F 1.119 4.783 -3.946
C 0.989 5.636 -1.756
F 0.675 6.848 -2.221
C 1.105 5.408 -0.395
F 0.884 6.402 0.467
C 1.403 4.139 0.072
F 1.416 3.975 1.405
C 1.210 0.988 2.789
C -0.295 1.087 2.956
N -0.928 1.386 1.683
C -1.909 2.324 1.597
C -2.247 3.384 2.464
F -1.529 3.629 3.578
C -3.302 4.249 2.218
F -3.555 5.227 3.090
C -4.085 4.133 1.084
F -5.101 4.974 0.852
C -3.780 3.124 0.187
F -4.519 2.959 -0.917
C -2.726 2.284 0.455
F -2.441 1.285 -0.441
H 0.802 -1.763 2.779
H 2.320 -2.049 1.935
H 2.337 -1.202 3.481
H 3.731 0.267 2.030
H 3.200 -0.536 0.542
H 3.077 2.410 1.264
H 3.912 1.625 -0.054
H 1.670 0.804 3.771
H 1.557 1.948 2.425
H -0.701 0.149 3.352
H -0.471 1.842 3.720
C 1.907 -3.287 -0.376
C 1.755 -2.608 -1.693
N 1.086 -1.505 -1.879
C 0.995 -1.194 -3.221
C 1.674 -2.042 -4.038
S 2.377 -3.296 -3.126
C 0.153 -0.078 -3.685
C -0.075 0.212 -4.992
S -1.032 1.613 -5.116
C -1.106 1.730 -3.419
N -0.472 0.772 -2.791
C -1.822 2.870 -2.777
H 1.198 -2.868 0.339
H 2.920 -3.186 0.015
H 1.679 -4.348 -0.468
H 1.767 -2.005 -5.108
H 0.283 -0.309 -5.861
H -1.800 3.740 -3.432
H -1.335 3.144 -1.840
H -2.860 2.615 -2.569
S -1.956 -1.795 -1.287
C -1.929 -2.520 0.270
N -1.362 -2.017 1.342
C -1.627 -2.819 2.458
C -1.286 -2.546 3.784
C -1.626 -3.447 4.776
C -2.314 -4.624 4.480
C -2.685 -4.901 3.178
C -2.344 -3.993 2.183
S -2.739 -4.049 0.501
H -0.780 -1.632 4.048
H -1.361 -3.224 5.801
H -2.572 -5.313 5.272
H -3.239 -5.797 2.937
```



Below is a cluster of 2 separate species, C15H16IN2O8 in total, with properties calculated with wB97M-V/def2-TZVPD.

Computed properties:
- HOMO-LUMO gap (eV) = 6.0
- electronic energy (a.u.) = -1590.24271
- strongest force on any atom (hartree/bohr) = 0.016
- charge = -1
- multiplicity = 1

XYZ file:
```
42
C15H16IN2O8 (wB97M-V/def2-TZVPD)
C -3.957 -0.615 1.754
C -3.356 0.792 1.564
C -1.818 0.794 1.744
I -1.295 1.850 3.554
C -1.051 1.206 0.472
O -0.686 -0.049 -0.148
C -1.591 -0.610 -0.887
N -2.394 -1.204 -1.450
O -1.858 1.923 -0.428
C -1.012 2.549 -1.343
O -1.393 3.206 -2.236
O 0.269 2.285 -0.987
C 0.214 2.095 0.433
O -0.053 3.367 0.972
C 1.571 1.649 0.920
C 2.005 0.274 0.473
C 2.741 0.102 -0.691
C 3.083 -1.168 -1.127
C 2.702 -2.291 -0.406
C 3.024 -3.670 -0.917
C 2.001 -2.119 0.783
C 1.656 -0.847 1.216
H -4.805 -0.735 1.083
H -3.254 -1.393 1.467
H -4.305 -0.767 2.773
H -3.793 1.431 2.323
H -3.623 1.152 0.580
H -1.494 -0.216 1.951
H -0.922 3.398 1.385
H 2.247 2.390 0.494
H 1.645 1.735 2.001
H 3.007 0.976 -1.269
H 3.634 -1.274 -2.051
H 2.397 -3.885 -1.783
H 2.805 -4.425 -0.167
H 4.061 -3.738 -1.240
H 1.694 -2.977 1.368
H 1.089 -0.722 2.133
N 0.204 -0.117 -3.584
O -0.982 0.184 -3.833
O 0.469 -1.213 -3.035
O 1.125 0.678 -3.864
```



Below is a structure of composition C50H60AsN2NiP in a non-equilibrium geometry, with properties calculated with wB97M-V/def2-TZVPD.

Computed properties:
- HOMO-LUMO gap (spin up / spin down) (eV) = 8.0 / 7.0
- electronic energy (a.u.) = -6135.72338
- strongest force on any atom (hartree/bohr) = 0.081
- charge = +2
- multiplicity = 3

XYZ file:
```
115
C50H60AsN2NiP (wB97M-V/def2-TZVPD)
Ni 0.306 0.448 0.768
C -3.251 -3.930 -3.351
C -2.889 -4.358 -1.906
C -1.825 -5.478 -1.948
C -4.088 -4.879 -1.123
C -2.260 -3.103 -1.217
C -2.846 -2.295 -0.298
C -2.177 -1.248 0.293
N -0.868 -0.984 -0.009
C -0.333 -1.705 -0.928
C -0.933 -2.758 -1.549
C 1.059 -1.328 -1.240
C 1.808 -2.009 -2.149
C 3.089 -1.578 -2.500
C 3.494 -0.416 -1.890
C 2.747 0.274 -0.953
N 1.560 -0.219 -0.615
C 3.991 -2.430 -3.366
C 5.255 -1.734 -3.844
C 4.272 -3.611 -2.417
C 3.309 -2.980 -4.606
H -3.464 -4.822 -3.894
H -2.427 -3.389 -3.806
H -4.227 -3.397 -3.314
H -2.251 -6.442 -2.217
H -1.320 -5.472 -0.955
H -0.982 -5.271 -2.662
H -4.715 -5.570 -1.740
H -4.852 -4.115 -0.785
H -3.827 -5.364 -0.175
H -3.863 -2.390 0.034
H -2.651 -0.527 0.992
H -0.404 -3.279 -2.316
H 1.461 -2.935 -2.600
H 4.481 0.009 -2.207
H 2.996 1.164 -0.414
H 5.990 -1.509 -3.065
H 4.938 -0.829 -4.359
H 5.886 -2.364 -4.510
H 5.008 -3.309 -1.649
H 4.659 -4.515 -2.739
H 3.412 -3.915 -1.806
H 3.062 -2.159 -5.324
H 2.396 -3.498 -4.332
H 3.939 -3.668 -5.163
C 0.542 6.361 -0.608
C 1.464 5.381 -0.929
C 1.069 4.025 -1.014
C -0.251 3.733 -0.944
C -1.203 4.719 -0.694
C -0.821 6.004 -0.410
As -0.788 1.903 -0.833
C -2.696 1.783 -0.748
C -3.556 2.180 0.203
C -4.940 1.988 0.129
C -5.404 1.368 -1.018
C -4.553 0.914 -2.026
C -3.170 1.214 -1.963
C -2.123 0.853 -2.974
C -2.334 0.197 -4.196
C -1.261 -0.252 -4.934
C 0.049 -0.025 -4.504
C 0.284 0.680 -3.310
C -0.805 1.052 -2.558
H 0.926 7.363 -0.536
H 2.553 5.621 -1.101
H 1.837 3.297 -1.169
H -2.194 4.400 -0.497
H -1.596 6.747 -0.269
H -3.129 2.676 1.014
H -5.578 2.327 0.905
H -6.462 1.135 -1.117
H -4.901 0.601 -3.007
H -3.342 0.013 -4.556
H -1.481 -0.816 -5.841
H 0.828 -0.433 -5.148
H 1.303 1.011 -3.028
C -1.930 0.113 4.254
C -0.444 -0.184 4.234
C 0.220 -0.193 5.615
C -0.124 -1.480 3.531
P 0.381 1.100 3.150
C 2.166 0.900 3.558
C 2.739 1.683 4.557
C 4.031 1.377 4.960
C 4.738 0.282 4.445
C 4.166 -0.417 3.393
C 2.878 -0.139 2.968
C -0.044 2.984 3.397
C -0.176 3.447 4.892
C 1.003 3.834 2.704
C -1.477 3.241 2.783
H -2.524 -0.661 4.881
H -2.306 0.099 3.242
H -2.216 1.047 4.681
H -0.314 -0.811 6.421
H 0.242 0.844 6.067
H 1.162 -0.706 5.518
H -0.583 -2.370 4.023
H 0.924 -1.652 3.574
H -0.425 -1.676 2.516
H 2.204 2.531 5.144
H 4.490 1.919 5.750
H 5.633 -0.167 4.904
H 4.690 -1.317 2.949
H 2.343 -0.808 2.225
H 0.532 3.117 5.582
H -1.178 3.208 5.201
H -0.200 4.585 4.996
H 1.906 3.756 3.292
H 0.695 4.910 2.719
H 1.167 3.554 1.669
H -2.252 2.653 3.272
H -1.365 2.962 1.688
H -1.685 4.295 2.784
```



Below is a structure of composition C38H50BCl2N10S4Se2Zr, with properties calculated with wB97M-V/def2-TZVPD.

Computed properties:
- HOMO-LUMO gap (eV) = 5.4
- electronic energy (a.u.) = -9412.88345
- strongest force on any atom (hartree/bohr) = 0.018
- charge = +3
- multiplicity = 1

XYZ file:
```
108
C38H50BCl2N10S4Se2Zr (wB97M-V/def2-TZVPD)
Zr 1.353 -0.328 0.712
C -0.149 -3.570 -6.735
C -1.305 -4.075 -5.875
C -0.825 -4.691 -4.562
C -2.103 -5.117 -6.651
N -2.214 -2.910 -5.560
C -3.474 -2.731 -6.080
C -3.943 -1.551 -5.613
N -2.993 -1.012 -4.779
B -3.342 0.286 -3.962
N -4.046 -0.114 -2.636
C -5.412 -0.313 -2.673
C -5.819 -0.658 -1.447
N -4.706 -0.670 -0.623
C -3.611 -0.328 -1.356
S -1.966 -0.114 -0.888
C -4.912 -1.008 0.823
C -3.623 -0.976 1.626
C -5.494 -2.421 0.890
C -5.881 0.019 1.416
N -2.196 1.321 -3.700
C -2.538 2.444 -2.985
C -1.476 3.269 -2.968
N -0.453 2.652 -3.658
C -0.930 1.467 -4.098
S -0.042 0.266 -5.028
C 0.813 3.419 -3.955
C 1.377 3.890 -2.610
C 0.427 4.601 -4.842
C 1.871 2.580 -4.658
C -1.951 -1.848 -4.776
S -0.455 -1.437 -3.969
H 0.487 -4.414 -7.003
H 0.467 -2.844 -6.208
H -0.521 -3.123 -7.657
H -0.304 -5.622 -4.782
H -1.670 -4.925 -3.912
H -0.127 -4.045 -4.032
H -1.450 -5.969 -6.835
H -2.428 -4.748 -7.623
H -2.964 -5.477 -6.086
H -3.937 -3.445 -6.734
H -4.875 -1.051 -5.808
H -4.158 0.849 -4.634
H -5.980 -0.180 -3.576
H -6.802 -0.903 -1.092
H -2.900 -1.692 1.242
H -3.884 -1.246 2.651
H -3.178 0.019 1.622
H -4.811 -3.142 0.438
H -6.454 -2.493 0.382
H -5.654 -2.702 1.931
H -5.474 1.027 1.325
H -6.028 -0.200 2.474
H -6.861 -0.004 0.943
H -3.514 2.561 -2.548
H -1.372 4.246 -2.537
H 0.731 4.607 -2.104
H 2.333 4.382 -2.784
H 1.546 3.030 -1.954
H -0.305 5.248 -4.359
H 0.013 4.254 -5.789
H 1.313 5.196 -5.058
H 2.763 3.198 -4.751
H 1.576 2.302 -5.669
H 2.136 1.686 -4.097
Se -1.603 4.010 0.732
Se -0.318 2.158 0.673
C -0.728 1.120 2.296
C -1.298 1.714 3.397
C -1.641 0.884 4.460
C -1.433 -0.485 4.347
C -0.847 -0.983 3.199
N -0.465 -0.188 2.186
C 1.493 2.692 1.222
C 1.866 3.995 1.442
C 3.210 4.246 1.705
C 4.109 3.189 1.730
C 3.649 1.907 1.496
N 2.354 1.656 1.242
H -1.492 2.780 3.402
H -2.080 1.301 5.357
H -1.705 -1.166 5.143
H -0.663 -2.042 3.081
H 1.120 4.779 1.405
H 3.550 5.258 1.886
H 5.160 3.350 1.924
H 4.313 1.054 1.507
Cl 2.160 -2.623 -0.030
C 3.357 -1.292 0.383
Cl 1.470 0.280 -1.582
H 3.901 -1.079 -0.531
H 3.981 -1.680 1.181
N 2.519 -1.885 7.971
C 1.588 -2.097 7.041
S 0.069 -2.650 7.289
C 1.928 -1.721 5.638
C 2.097 -0.391 5.266
C 2.130 -0.071 3.925
N 2.058 -0.985 2.944
C 2.021 -2.281 3.318
C 1.944 -2.683 4.632
H 2.314 -2.122 8.931
H 3.469 -1.646 7.736
H 2.125 0.398 6.007
H 2.170 0.969 3.628
H 2.005 -3.018 2.528
H 1.844 -3.732 4.874
```



Below is the ion C9H11N2S with charge +1 in a non-equilibrium geometry, with properties calculated with wB97M-V/def2-TZVPD.

Computed properties:
- HOMO-LUMO gap (spin up / spin down) (eV) = 6.8 / 7.4
- electronic energy (a.u.) = -856.68984
- strongest force on any atom (hartree/bohr) = 0.075
- charge = +1
- multiplicity = 3

XYZ file:
```
23
C9H11N2S (wB97M-V/def2-TZVPD)
C 2.248 -2.753 2.267
C -3.084 -0.542 -2.150
C 1.636 -2.190 1.415
C -1.932 -0.439 -1.804
C 0.832 -1.501 0.476
C 0.516 -0.061 0.835
C -0.530 -0.328 -1.311
C 0.690 0.746 2.102
C -0.300 1.859 -0.372
N 0.287 0.416 -2.245
N -0.573 0.447 -0.072
S 0.257 -2.103 -0.998
H 2.713 -3.247 3.006
H -4.063 -0.467 -2.377
H 1.447 0.445 2.806
H -0.312 0.730 2.624
H 0.972 1.725 1.895
H 0.603 1.858 -1.045
H -1.254 2.324 -0.908
H -0.167 2.362 0.577
H 0.195 0.113 -3.163
H 1.242 0.309 -1.986
H -1.423 0.295 0.428
```